This record from the Open Molecules 2025 dataset describes a 7-piece molecular cluster, C32H66BNO13 overall at a distorted geometry. The level of theory is ωB97M-V/def2-TZVPD.

Cartesian coordinates (Å):
C: 4.82921 -2.22703 3.65214
C: 3.58300 -1.64611 2.96586
O: 3.15201 -2.45626 1.89495
C: 2.81493 -1.73156 0.73229
C: 1.58027 -0.86126 0.90431
O: 1.99638 0.44493 1.24441
C: 0.92627 1.34066 1.37998
C: -0.08535 0.95671 2.45787
O: -1.35508 0.86551 1.84130
C: -2.37284 0.68010 2.76489
O: -3.60829 0.83696 2.10691
C: -4.01734 -0.24597 1.48385
O: -3.35592 -1.06524 0.99996
O: -5.37357 -0.33196 1.40937
B: -5.89899 -1.23232 2.31872
N: -7.11238 -1.90877 1.95160
O: -5.23216 -1.41539 3.52633
H: 5.05642 -3.22314 3.30486
H: 5.67226 -1.59286 3.41893
H: 4.68216 -2.17464 4.72202
H: 3.80792 -0.62803 2.67327
H: 2.78335 -1.60582 3.70572
H: 3.60675 -1.06689 0.39717
H: 2.63574 -2.47173 -0.04120
H: 0.97088 -1.33497 1.67574
H: 0.97960 -0.85741 -0.00309
H: 0.41862 1.53601 0.43961
H: 1.34984 2.28334 1.68623
H: -0.13457 1.74798 3.20854
H: 0.20480 0.04988 2.98596
H: -2.32414 1.44424 3.53821
H: -2.28399 -0.30102 3.23248
H: -7.40890 -2.49655 2.72118
H: -6.89015 -2.49303 1.15259
H: -5.80555 -1.07099 4.22288
C: 3.23189 6.16495 -0.07716
C: 4.52021 5.37060 -0.26359
C: 4.24724 4.13280 0.57894
O: 2.83462 3.91162 0.52901
C: 2.19137 5.05708 -0.03723
H: 3.04477 6.89326 -0.86457
H: 3.25439 6.69438 0.87813
H: 4.63770 5.09154 -1.31419
H: 5.41606 5.90562 0.04809
H: 4.53271 4.29234 1.62429
H: 4.76419 3.24739 0.21241
H: 1.85259 4.79414 -1.04564
H: 1.31819 5.31627 0.56398
C: 0.90671 -6.20271 -2.64072
C: 1.31448 -5.42838 -3.88723
C: 1.41694 -4.00916 -3.34738
O: 1.81122 -4.12003 -1.97630
C: 1.69073 -5.48325 -1.55431
H: 1.13276 -7.26701 -2.69102
H: -0.16671 -6.08896 -2.46523
H: 2.29186 -5.77077 -4.23534
H: 0.60964 -5.51776 -4.71272
H: 0.44821 -3.49890 -3.38476
H: 2.14783 -3.40439 -3.88641
H: 2.69795 -5.89901 -1.44894
H: 1.19833 -5.52023 -0.58194
C: -2.28621 6.12143 1.62711
C: -2.10638 6.47867 3.09811
C: -0.79428 7.24991 3.07170
O: -0.72624 7.89412 1.79646
C: -1.74321 7.36530 0.93937
H: -3.31555 5.89962 1.34966
H: -1.67110 5.25338 1.37614
H: -2.91939 7.13108 3.42545
H: -2.07630 5.61457 3.76060
H: 0.06469 6.57530 3.16202
H: -0.72850 8.00095 3.85973
H: -2.52170 8.12673 0.82184
H: -1.31642 7.15152 -0.04112
C: -4.85212 1.71219 -1.57100
C: -4.99423 1.58596 -3.08250
C: -4.34062 2.87431 -3.56261
O: -3.33075 3.20128 -2.60411
C: -3.49245 2.38227 -1.43958
H: -4.90845 0.76112 -1.04397
H: -5.63349 2.36685 -1.17728
H: -4.42835 0.72181 -3.43875
H: -6.02402 1.48075 -3.42114
H: -5.06271 3.69775 -3.59454
H: -3.88456 2.77578 -4.54857
H: -2.68528 1.64212 -1.42515
H: -3.40902 3.00132 -0.54546
C: -2.60998 -8.04467 -0.33984
C: -2.39324 -6.65242 0.24361
C: -1.50722 -6.95340 1.44384
O: -0.73013 -8.10354 1.09652
C: -1.25723 -8.69565 -0.09288
H: -2.89352 -8.04226 -1.39158
H: -3.38743 -8.56810 0.22177
H: -1.85471 -6.02701 -0.47305
H: -3.31504 -6.14022 0.51528
H: -2.10530 -7.19761 2.32844
H: -0.83978 -6.12831 1.69455
H: -0.56181 -8.48754 -0.91400
H: -1.32481 -9.77619 0.03821
C: 3.75597 0.17703 -4.18013
C: 4.30449 1.50117 -3.66218
C: 4.05308 1.37551 -2.16628
O: 4.14327 -0.01733 -1.85462
C: 4.15146 -0.77906 -3.06419
H: 4.15537 -0.11620 -5.15024
H: 2.66747 0.23093 -4.26117
H: 5.37758 1.56280 -3.86023
H: 3.82729 2.37732 -4.09954
H: 3.04930 1.72281 -1.89916
H: 4.77877 1.92590 -1.56869
H: 5.16350 -1.17040 -3.21646
H: 3.46609 -1.62195 -2.96374

Atomic forces in eV per Å
-0.34 0.69 -0.33
0.24 -0.48 0.76
0.40 0.12 -0.21
-0.45 0.10 -0.26
0.33 -0.51 -0.15
-0.19 -0.08 0.15
0.15 0.30 0.71
-0.13 0.52 -0.25
-0.11 -0.16 -0.09
0.76 0.16 -0.20
-0.25 0.75 0.94
-1.94 1.08 0.21
2.38 -2.46 -1.21
-0.02 0.20 0.04
-0.48 0.09 -0.19
0.77 -0.14 0.56
-0.44 0.53 0.10
-0.13 -0.37 0.10
0.44 0.04 -0.07
0.15 -0.34 0.33
-0.19 0.22 -0.40
-0.26 0.15 0.05
0.40 -0.03 0.00
-0.03 -0.13 -0.10
-0.19 0.12 0.20
-0.07 0.17 -0.33
-0.27 -0.29 -0.31
0.46 0.28 -0.11
0.04 0.16 0.19
-0.05 -0.30 -0.06
-0.18 0.25 0.10
-0.28 -0.26 -0.03
-0.19 -0.22 -0.25
-0.59 0.14 -0.28
0.30 -0.29 0.29
0.04 0.06 0.15
-0.01 -0.04 -0.15
-0.04 0.05 0.18
0.08 0.12 -0.03
-0.08 -0.11 -0.16
-0.01 -0.02 -0.01
-0.02 0.01 -0.02
0.02 0.00 0.01
-0.01 0.00 0.02
0.07 0.01 -0.02
-0.05 -0.08 0.03
-0.04 0.08 -0.01
0.00 -0.04 0.03
-0.18 -0.01 0.03
0.15 -0.03 -0.05
-0.13 0.09 0.10
-0.06 -0.08 -0.14
0.18 0.00 0.05
0.02 0.00 0.01
0.01 -0.02 0.00
-0.01 0.01 -0.01
-0.02 0.02 0.02
0.00 0.00 -0.08
0.02 0.02 0.05
-0.03 -0.07 0.03
0.03 0.07 0.02
0.11 -0.13 -0.01
-0.12 0.09 0.03
0.13 -0.07 -0.06
-0.06 -0.12 0.04
-0.07 0.13 0.00
0.00 0.02 0.00
-0.02 0.00 -0.02
0.01 -0.01 0.02
0.02 -0.01 -0.01
-0.02 -0.02 0.08
0.03 0.05 -0.05
-0.04 -0.05 -0.05
0.06 0.05 0.01
-0.11 0.09 0.10
0.11 -0.11 -0.05
-0.04 0.14 0.06
-0.10 -0.07 0.00
0.15 -0.11 -0.08
0.00 -0.01 -0.02
0.00 -0.02 0.03
-0.01 0.01 -0.01
0.00 0.03 0.01
-0.04 -0.04 -0.06
0.06 0.04 0.02
-0.02 -0.02 0.09
0.03 0.05 -0.04
-0.10 -0.04 0.09
0.08 0.06 -0.11
-0.04 -0.08 0.11
-0.10 0.04 -0.07
0.16 0.07 -0.07
0.02 0.01 -0.01
0.00 -0.01 -0.02
-0.01 0.02 0.02
0.01 -0.01 0.02
-0.03 0.07 0.00
0.05 -0.05 0.01
-0.05 -0.05 -0.06
0.05 0.00 0.06
-0.16 0.01 -0.02
0.16 0.01 -0.03
-0.24 -0.03 0.03
0.01 0.06 -0.13
0.14 -0.05 0.05
0.02 0.00 0.01
0.01 -0.02 0.00
-0.01 0.01 0.00
-0.02 -0.01 0.01
0.03 0.09 0.02
0.03 -0.05 0.06
-0.02 -0.04 -0.07
0.01 0.00 0.10

The calculation puts the molecular weight at 683.7 g/mol. As for the charge: 0. As for the electronic energy: -2316.58429 hartree. For the gap between HOMO and LUMO, the calculation gives 9.082 eV. As for the SMILES: CCOCCOCCOCOC(=O)OB(N)O.C1CCOC1.C1CCOC1.C1CCOC1.C1CCOC1.C1CCOC1.C1CCOC1. For the LUMO energy, the calculation gives 0.1 eV.

---

This record from the Open Molecules 2025 dataset describes one molecule with the formula C7H13NOS at a distorted geometry. The level of theory is ωB97M-V/def2-TZVPD.

Cartesian coordinates (Å):
C: 1.26552 1.30417 0.10697
C: 1.15231 -1.25499 -0.59612
C: -0.57597 -0.11859 0.25618
C: 1.90164 2.60924 0.54182
C: 1.31931 -2.45875 0.31109
C: -2.94600 0.34572 -0.50770
C: -1.52449 -0.08228 -0.96199
N: 0.09621 1.01045 0.49082
O: -1.06922 -0.79984 1.29947
S: 2.31843 -0.02478 -0.46264
H: 0.99048 -1.48929 -1.54811
H: 1.65825 3.30467 -0.36852
H: 2.97847 2.57437 0.77391
H: 1.30144 2.91045 1.32262
H: 0.55653 -3.21361 0.27475
H: 1.45241 -2.04459 1.37849
H: 2.20973 -3.18614 0.04239
H: -3.23527 -0.39775 0.11950
H: -3.60324 0.42937 -1.46059
H: -2.96766 1.40170 -0.16196
H: -1.03170 0.75936 -1.54578
H: -1.60189 -1.09500 -1.37973
H: -0.64531 -0.48390 2.07512

Atomic forces in eV per Å
0.95 -1.13 1.77
-1.47 0.20 4.41
0.99 -2.28 -3.22
-0.05 0.09 -4.14
2.49 -0.34 0.98
0.79 2.85 -4.31
0.49 1.49 1.03
0.14 2.03 0.61
-0.71 -0.44 -0.58
0.74 1.24 -0.09
-1.11 -0.85 -3.96
0.90 -0.78 1.73
-0.59 -0.12 -0.31
-0.94 1.01 1.88
-1.16 0.26 0.07
-0.12 -1.12 -1.43
-0.97 1.80 0.57
-1.61 -1.60 2.12
0.84 -0.63 1.57
0.12 -0.94 0.54
-0.79 -1.64 -0.21
0.39 0.58 -0.39
0.68 0.31 1.34

The calculation puts the molecular weight at 159.3 g/mol. As for the charge: 0. As for the electronic energy: -802.60132 hartree. For the gap between HOMO and LUMO, the calculation gives 8.425 eV. For the energy above the lowest of the compared OMol25 structures with the same formula, charge and spin, the calculation gives 2.518 eV. For the LUMO energy, the calculation gives 0.6 eV.

---

This record from the Open Molecules 2025 dataset describes one molecule with the formula C4H5NS at a distorted geometry. The level of theory is ωB97M-V/def2-TZVPD.

Cartesian coordinates (Å):
N: -2.96250 -1.21876 0.10933
C: -2.05344 -0.53394 -0.07629
C: -0.91141 0.37542 -0.40121
C: 0.26626 -0.08731 0.49055
C: 1.75382 0.30362 0.05441
S: 1.40109 -1.46639 -0.17502
H: -1.22266 1.40519 -0.17813
H: -0.57204 0.19085 -1.48924
H: 0.11470 -0.31756 1.63006
H: 1.85389 0.91445 -0.85196
H: 2.33229 0.43443 0.88749

Atomic forces in eV per Å
0.65 0.40 0.06
-0.29 0.27 -0.73
0.67 -1.79 -0.01
2.58 -0.73 0.46
-3.96 -1.21 -0.95
-1.06 1.16 0.09
0.27 -0.23 -0.29
-0.80 0.59 1.63
0.07 0.94 -2.43
0.10 -0.24 0.60
1.77 0.85 1.57

The calculation puts the molecular weight at 99.2 g/mol. As for the charge: 0. As for the electronic energy: -608.30281 hartree. For the gap between HOMO and LUMO, the calculation gives 10.053 eV. As for the SMILES: N#CC[C@@H]1CS1. For the energy above the lowest of the compared OMol25 structures with the same formula, charge and spin, the calculation gives 1.302 eV. For the LUMO energy, the calculation gives 0.7 eV.

---

This record from the Open Molecules 2025 dataset describes a 4-piece molecular cluster, H8O4 overall. The level of theory is ωB97M-V/def2-TZVPD.

Cartesian coordinates (Å):
O: -0.00863 0.04489 1.34124
H: 0.77024 -0.03302 0.77885
H: -0.35040 -0.85476 1.39445
O: 0.26567 3.48642 -0.42530
H: -0.25597 4.04107 0.16566
H: 0.95918 4.07357 -0.74670
O: -4.81256 -1.72129 -0.27482
H: -4.19782 -0.97938 -0.30039
H: -4.66913 -2.17370 -1.11371
O: 4.09279 -2.33182 -0.41040
H: 3.41152 -1.87369 0.09456
H: 4.79510 -1.67829 -0.50342

Atomic forces in eV per Å
0.08 -0.23 -0.05
-0.11 0.16 0.01
-0.02 0.08 0.05
0.08 0.19 0.00
0.00 -0.13 -0.02
-0.06 -0.08 0.00
0.14 0.03 -0.14
-0.07 -0.03 0.06
-0.06 0.01 0.09
-0.03 0.20 0.06
0.07 -0.10 -0.03
-0.02 -0.10 -0.02

The calculation puts the molecular weight at 72.1 g/mol. As for the charge: 0. As for the electronic energy: -305.73446 hartree. For the gap between HOMO and LUMO, the calculation gives 11.964 eV. As for the SMILES: O.O.O.O. For the energy above the lowest of the compared OMol25 structures with the same formula, charge and spin, the calculation gives 1.218 eV. For the LUMO energy, the calculation gives 0.4 eV.

---

This record from the Open Molecules 2025 dataset describes one molecule with the formula C22H28N6O2. The level of theory is ωB97M-V/def2-TZVPD.

Cartesian coordinates (Å):
C: 0.01949 3.64538 3.51145
C: 0.54240 2.22089 3.68292
N: 1.29337 1.79473 2.53390
C: 0.80832 1.39853 1.33956
C: 1.89175 1.14140 0.52571
C: 1.94033 0.65768 -0.88656
N: 0.63875 0.67149 -1.53326
C: 0.66677 -0.07994 -2.78767
C: -0.49803 0.29459 -3.71171
C: -1.74590 0.83173 -2.99436
N: -2.57627 -0.21622 -2.44605
N: -3.69953 -0.48794 -3.12748
C: -4.31597 -1.44561 -2.46845
C: -3.59577 -1.82011 -1.33147
C: -2.47467 -1.00846 -1.34570
N: -1.39953 -0.97486 -0.47308
C: -1.38633 -1.65928 0.70543
O: -2.35113 -2.21421 1.19399
C: -0.05141 -1.67000 1.38344
C: 0.02480 -1.30155 2.72076
C: 1.23483 -1.30128 3.38857
C: 2.38523 -1.68926 2.72359
C: 2.31534 -2.11284 1.40935
C: 1.10167 -2.11586 0.73382
O: 1.08289 -2.53916 -0.58310
C: 0.37220 -3.74085 -0.81525
C: -1.38741 1.92049 -1.96396
C: 0.12180 2.01303 -1.75100
C: 2.99960 1.42178 1.34421
N: 2.61903 1.81276 2.54382
H: 0.84844 4.32993 3.35019
H: -0.52017 3.95292 4.40268
H: -0.65316 3.70597 2.65889
H: -0.28952 1.52867 3.83958
H: 1.21987 2.17038 4.53736
H: -0.24488 1.31955 1.16422
H: 2.29759 -0.37673 -0.89549
H: 2.67361 1.26370 -1.45059
H: 0.64072 -1.14274 -2.53279
H: 1.60904 0.10592 -3.32952
H: -0.78274 -0.57179 -4.30969
H: -0.17276 1.07328 -4.40392
H: -2.39565 1.25756 -3.76736
H: -5.24907 -1.83449 -2.82437
H: -3.84586 -2.55695 -0.59928
H: -0.57715 -0.41928 -0.75324
H: -0.88593 -1.00942 3.22313
H: 1.28348 -0.99781 4.42311
H: 3.33608 -1.67820 3.23367
H: 3.19928 -2.44713 0.88738
H: 0.39996 -3.90595 -1.89113
H: -0.66713 -3.67625 -0.48390
H: 0.85548 -4.58076 -0.30505
H: -1.87243 1.68536 -1.01537
H: -1.76483 2.88843 -2.29418
H: 0.33409 2.62307 -0.87170
H: 0.60647 2.49634 -2.61421
H: 4.04055 1.34933 1.10018

Atomic forces in eV per Å
0.09 -0.22 0.05
-0.23 0.42 0.29
-0.01 -0.23 -0.41
0.32 0.00 -0.23
-0.08 0.13 0.05
0.11 -0.08 0.10
0.15 0.11 -0.06
0.05 -0.21 -0.22
-0.08 0.04 0.13
0.29 0.29 -0.37
-0.12 -0.25 0.36
-0.53 0.10 -0.65
0.36 0.13 0.05
0.14 -0.04 0.15
-0.53 -0.36 0.01
-0.07 0.10 -0.09
0.08 0.14 0.08
-0.04 -0.04 0.02
0.13 -0.34 -0.10
-0.01 -0.12 -0.06
-0.07 0.02 0.05
-0.03 -0.04 -0.03
-0.07 -0.08 -0.20
-0.05 -0.01 0.11
0.23 0.43 0.34
-0.13 -0.33 -0.06
0.22 0.08 -0.04
-0.28 0.24 0.08
-0.37 0.05 -0.12
0.59 0.23 0.64
0.06 0.07 -0.01
-0.09 0.07 0.08
-0.07 0.04 -0.06
0.12 -0.02 0.02
-0.09 -0.11 -0.10
-0.28 -0.02 -0.07
0.02 0.07 -0.11
-0.10 -0.11 -0.02
0.05 0.05 -0.05
-0.04 -0.03 0.09
0.00 0.06 -0.06
-0.01 -0.01 -0.01
0.15 -0.11 0.24
-0.20 -0.04 -0.10
0.00 -0.07 0.16
0.10 -0.03 0.13
-0.10 0.02 0.05
0.00 0.06 0.10
0.09 0.01 0.04
0.08 -0.05 -0.08
-0.05 -0.04 0.04
0.03 -0.02 -0.05
-0.02 0.06 -0.02
-0.01 0.05 0.02
-0.06 0.00 0.02
0.02 -0.01 -0.12
0.06 -0.01 0.05
0.27 -0.01 -0.02

The calculation puts the molecular weight at 408.5 g/mol. As for the charge: 0. As for the electronic energy: -1334.13400 hartree. For the gap between HOMO and LUMO, the calculation gives 8.825 eV. As for the SMILES: CCn1cc(CN2CCC(n3nccc3NC(=O)c3ccccc3OC)CC2)cn1. For the energy above the lowest of the compared OMol25 structures with the same formula, charge and spin, the calculation gives 1.677 eV. For the LUMO energy, the calculation gives 0.7 eV.

---

This record from the Open Molecules 2025 dataset describes one molecule with the formula C15H11NO5 at a distorted geometry. The level of theory is ωB97M-V/def2-TZVPD.

Cartesian coordinates (Å):
O: -1.90796 -1.87892 2.21641
C: -1.65576 -1.02823 1.40815
O: -0.41280 -0.47786 1.41057
C: -0.10637 0.73159 0.83833
C: -0.87712 1.86953 1.03548
C: -0.45580 3.08497 0.52716
C: 0.73888 3.17914 -0.16680
C: 1.51784 2.05277 -0.36261
C: 1.09740 0.82867 0.13296
N: 1.87775 -0.33894 -0.04595
C: 3.19497 -0.44515 0.37472
O: 3.83613 0.44891 0.85186
C: 3.64273 -1.86613 0.10417
C: 2.42263 -2.57286 -0.47217
C: 1.36477 -1.50100 -0.59919
O: 0.28039 -1.59177 -1.10789
C: -2.59598 -0.59119 0.36827
C: -2.43344 -0.04774 -0.88615
C: -3.72083 0.01751 -1.45199
C: -4.57066 -0.48545 -0.50837
O: -3.90459 -0.86017 0.58078
H: -1.79342 1.79559 1.60129
H: -1.05973 3.96458 0.68756
H: 1.06835 4.13109 -0.55237
H: 2.45675 2.11380 -0.88957
H: 3.99773 -2.30809 1.03520
H: 4.48562 -1.84343 -0.58785
H: 2.60098 -3.02717 -1.44664
H: 2.03709 -3.35227 0.18683
H: -1.51236 0.22969 -1.35413
H: -3.97794 0.38471 -2.42387
H: -5.63529 -0.61620 -0.50417

Atomic forces in eV per Å
0.08 0.33 -0.22
-0.54 -0.52 0.22
0.34 0.11 0.06
0.28 0.48 -0.14
0.10 -0.16 0.14
-0.02 -0.07 0.02
0.07 0.02 -0.07
-0.10 -0.05 0.04
-0.42 -0.02 0.15
-0.31 0.35 0.10
0.31 -0.23 0.06
0.09 0.09 0.07
0.17 -0.10 0.03
-0.01 -0.20 -0.03
0.13 -0.28 -0.25
-0.08 -0.05 -0.04
0.48 0.38 -0.88
-0.01 -0.36 0.76
-0.45 -0.17 0.28
0.07 0.34 -0.79
-0.02 -0.25 0.58
-0.06 0.00 0.03
-0.06 0.08 0.02
0.04 0.09 -0.03
0.08 -0.02 -0.04
0.01 0.08 -0.02
-0.02 0.05 0.05
-0.08 0.03 0.03
-0.03 0.03 -0.04
0.21 0.03 -0.01
-0.12 0.05 -0.19
-0.12 -0.06 0.12

The calculation puts the molecular weight at 285.3 g/mol. As for the charge: 0. As for the electronic energy: -1009.18763 hartree. For the gap between HOMO and LUMO, the calculation gives 9.561 eV. As for the SMILES: O=C(Oc1ccccc1N1C(=O)CCC1=O)c1ccco1. For the energy above the lowest of the compared OMol25 structures with the same formula, charge and spin, the calculation gives 0.000 eV. For the LUMO energy, the calculation gives 0.6 eV.

---

- What is the charge in the second record?
  0

---

- Among the records above, which one has the lowest molecular weight?
  H8O4